[1]
C4H12N2 | ωB97M-V/def2-TZVPD

The charge is +2. Its LUMO energy is -8.69 eV. Its total energy is -268.3919 Eh. For the highest occupied orbital energy, the calculation gives -19.697 eV. Its spin multiplicity is 1.

Last column: Mulliken charge in e.
Atoms and positions in Å:
1 C 0.144 -0.802 -1.387  -0.593
2 C -0.241 -0.437 0.010  -0.901
3 C 0.100 0.983 0.309  -0.615
4 C -0.260 2.496 2.159  -0.056
5 N -0.663 1.665 1.294  0.038
6 N 0.508 -2.374 -1.445  -0.465
7 H -0.862 -0.721 -1.883  0.339
8 H 0.869 -0.254 -1.983  0.462
9 H -1.213 -0.691 0.239  0.634
10 H 0.203 -0.968 0.988  0.440
11 H 1.214 0.765 0.569  0.328
12 H 0.211 1.516 -0.729  0.296
13 H 0.689 2.555 2.618  0.300
14 H -0.894 3.011 2.869  0.297
15 H -1.652 1.587 1.085  0.333
16 H 1.551 -2.623 -1.344  0.397
17 H 0.294 -2.759 -2.496  0.444
18 H 0.001 -2.948 -0.873  0.323

=====

[2]
C2H7O4P | ωB97M-V/def2-TZVPD

Its LUMO energy is 0.31 eV. Its total energy is -722.8176 Eh. For the highest occupied orbital energy, the calculation gives -10.248 eV. Its spin multiplicity is 1.

Last column: Mulliken charge in e.
Atoms and positions in Å:
1 C 3.166 2.211 1.729  -0.434
2 C 2.230 2.321 2.673  -0.436
3 H 4.208 1.989 1.986  0.216
4 H 2.920 2.341 0.668  0.219
5 H 2.476 2.191 3.733  0.216
6 H 1.188 2.543 2.415  0.220
7 O -2.590 -0.214 -1.394  -0.599
8 O -1.064 -2.139 -0.534  -0.458
9 O -1.251 -1.790 -2.975  -0.457
10 O -3.157 -2.734 -1.712  -0.458
11 P -2.073 -1.570 -1.628  0.929
12 H -0.516 -1.401 -0.154  0.348
13 H -1.615 -1.211 -3.699  0.347
14 H -3.922 -2.536 -1.107  0.347

=====

[3]
C20H27CdN2O2PS2 | ωB97M-V/def2-TZVPD

Its LUMO energy (alpha / beta) is -1.13 / -1.13 eV. Its total energy is -2343.5408 Eh. For the highest occupied orbital energy (alpha / beta), the calculation gives -7.356 / -7.356 eV. Its spin multiplicity is 1.

Last column: Mulliken charge in e.
Atoms and positions in Å:
1 C 4.225 -1.450 2.444  -0.686
2 C 4.005 -0.123 2.064  -0.732
3 C 2.822 0.201 1.358  1.767
4 C 1.922 -0.813 1.045  -0.435
5 C 2.120 -2.128 1.467  0.884
6 C 3.291 -2.460 2.177  -0.821
7 C 2.541 1.640 0.939  -1.059
8 C 2.426 1.953 -0.578  -0.640
9 N 1.810 0.897 -1.429  0.519
10 Cd 0.070 -0.265 -0.207  0.098
11 C 1.118 -3.195 1.021  -1.226
12 P 0.613 -2.774 -0.689  0.617
13 H 4.717 0.689 2.258  0.370
14 H 3.449 -3.513 2.436  0.370
15 H 5.141 -1.703 2.959  0.361
16 H 0.187 -3.150 1.611  0.458
17 H 1.545 -4.204 1.028  0.431
18 H 1.627 2.018 1.438  0.164
19 H 3.384 2.250 1.285  0.379
20 H 1.795 2.854 -0.693  0.399
21 C -0.877 -3.751 -1.133  -1.193
22 C 1.997 -3.453 -1.704  -1.532
23 H 3.445 2.129 -0.987  0.359
24 C 2.817 -0.072 -1.925  -1.340
25 C 1.095 1.507 -2.574  -1.192
26 H -1.156 -1.099 0.652  -0.191
27 H 3.533 0.460 -2.582  0.409
28 H 3.350 -0.535 -1.080  0.327
29 H 2.315 -0.868 -2.499  0.298
30 H 1.819 1.911 -3.312  0.288
31 H 0.483 0.733 -3.061  0.310
32 H 0.396 2.278 -2.202  0.384
33 H 2.014 -4.544 -1.542  0.464
34 H 1.795 -3.208 -2.762  0.379
35 H 2.952 -2.992 -1.397  0.276
36 H -0.584 -4.815 -1.130  0.395
37 H -1.663 -3.521 -0.389  0.336
38 H -1.189 -3.413 -2.142  0.352
39 H -1.534 -0.056 -1.342  0.161
40 O -4.918 -0.257 -1.246  -0.606
41 S -4.327 1.003 -1.347  1.057
42 O -4.751 1.803 -2.464  -0.622
43 N -2.591 0.911 -1.002  -0.211
44 C -2.445 1.726 0.072  0.929
45 S -0.882 2.088 0.620  -0.623
46 C -3.614 2.281 0.769  0.190
47 C -3.589 3.003 2.003  -0.509
48 C -4.774 3.464 2.570  -0.615
49 C -5.975 3.163 1.882  -0.406
50 C -5.971 2.424 0.670  -0.511
51 C -4.776 1.969 0.101  -0.109
52 H -2.622 3.193 2.475  0.371
53 H -4.757 4.041 3.513  0.374
54 H -6.898 3.544 2.358  0.343
55 H -6.921 2.229 0.204  0.435